(1)
A single C3H9N3 molecule, computed with ωB97M-V/def2-TZVPD.

Last column: Mulliken charge in e.
CARTESIAN COORDINATES (ANGSTROEM)
C 0.8446 0.5022 -0.2538  -0.036
C 2.1387 -0.2190 -0.1257  -1.209
N -0.1941 0.0150 -0.9882  -0.557
C -1.1760 -0.1564 0.3944  0.516
N -2.0011 0.9766 0.6279  -0.474
N -1.6379 -1.3683 0.6229  -0.735
H 0.0044 -0.9252 -1.3214  0.321
H -1.5591 1.8511 0.3697  0.228
H -2.8774 0.8654 0.1312  0.279
H -1.5837 -1.9573 -0.2056  0.181
H 0.8231 1.5651 -0.0262  0.363
H -0.1899 0.0861 1.1018  0.086
H 1.9585 -1.2606 0.1605  0.324
H 2.7943 0.2530 0.6056  0.354
H 2.6553 -0.2277 -1.0932  0.360

Values from the calculation:
HOMO-LUMO gap (spin up / spin down) = 7.412 / 7.392 eV
HOMO energy (spin up / spin down) = -7.673 / -7.661 eV
E_LUMO (spin up / spin down) = -0.26 / -0.27 eV
DFT total energy = -283.8097 Ha
Total charge = 0
Energy relative to the best compared isomer or geometry (same formula, charge and spin) = 455.2 kJ/mol

=====

(2)
A single C5H12O molecule, computed with ωB97M-V/def2-TZVPD.

Last column: Mulliken charge in e.
CARTESIAN COORDINATES (ANGSTROEM)
C -0.7618 -1.7935 0.2657  -1.191
C -1.2862 -0.3780 0.0852  -0.472
C -0.1335 0.5473 -0.3046  0.355
C -0.5712 1.9873 -0.4539  -1.455
O 0.8760 0.4782 0.6919  -0.369
C 2.0675 -0.1815 0.3474  -0.684
H -0.2771 -2.1461 -0.6567  0.300
H -0.0213 -1.7855 1.0685  0.250
H -1.5364 -2.5090 0.5411  0.374
H -1.7455 -0.0129 1.0160  0.324
H -2.0441 -0.3297 -0.7101  0.326
H 0.2539 0.1735 -1.2648  0.359
H -1.3890 2.0232 -1.1820  0.373
H 0.2506 2.6101 -0.8125  0.352
H -0.8963 2.3811 0.5166  0.334
H 2.7385 -0.0838 1.1974  0.237
H 1.9314 -1.2612 0.1873  0.291
H 2.5446 0.2804 -0.5323  0.295

Values from the calculation:
HOMO-LUMO gap = 10.768 eV
HOMO energy = -9.590 eV
E_LUMO = 1.18 eV
DFT total energy = -272.9253 Ha
Total charge = 0
SMILES string = CC[C@@H](C)OC
Energy relative to the best compared isomer or geometry (same formula, charge and spin) = 61.2 kJ/mol

=====

(3)
A molecular structure, C23H49N2OP3RuS, computed with ωB97M-V/def2-TZVPD.

Last column: Mulliken charge in e.
CARTESIAN COORDINATES (ANGSTROEM)
Ru 0.4616 -0.1089 -0.8540  -0.150
P -0.6503 -0.5031 -2.7524  1.123
P 1.0593 -2.2160 -0.3815  1.123
P 2.2500 0.8540 -1.6297  1.710
H -0.4574 0.6792 1.5709  0.339
C 0.0062 1.2805 0.7797  -0.163
C -0.8081 1.6259 -0.3533  -0.768
H -1.8533 1.2955 -0.3382  0.253
C -2.3709 -1.0485 -2.4816  -1.177
C -0.0416 -1.7860 -3.9130  -1.432
C -0.8401 0.9474 -3.8484  -1.346
C 1.7011 -2.3705 1.3125  -1.206
C -0.2855 -3.4465 -0.4736  -0.664
C 2.3464 -2.9570 -1.4442  -1.355
C 1.9987 2.6304 -1.9271  -1.503
C 2.9743 0.3068 -3.2122  -1.417
C 3.6134 0.4903 -0.4737  -1.445
H 0.8320 1.9258 1.0872  -0.203
H -0.5975 2.5214 -0.9450  0.379
H -2.9827 -0.2009 -2.1502  0.342
H -2.4056 -1.8071 -1.6907  0.135
H -2.7979 -1.4662 -3.4051  0.518
H -0.0859 -2.7859 -3.4655  0.357
H 0.9921 -1.5814 -4.2157  0.307
H -0.6762 -1.7824 -4.8117  0.512
H -1.3591 1.7480 -3.3084  0.333
H -1.4339 0.6692 -4.7310  0.506
H 0.1353 1.3229 -4.1818  0.306
H 2.1645 -3.3575 1.4504  0.463
H 0.8915 -2.2463 2.0437  0.198
H 2.4501 -1.5893 1.4887  0.267
H 0.0456 -4.3920 -0.0207  0.479
H -0.5726 -3.6358 -1.5149  0.339
H -1.1666 -3.0769 0.0659  -0.352
H 2.5935 -3.9560 -1.0591  0.522
H 3.2552 -2.3450 -1.4449  0.314
H 1.9792 -3.0527 -2.4736  0.267
H 2.9332 3.0805 -2.2828  0.466
H 1.6851 3.1476 -1.0115  0.298
H 1.2206 2.7678 -2.6894  0.281
H 3.9241 0.8417 -3.3499  0.548
H 2.3113 0.5464 -4.0523  0.347
H 3.1742 -0.7711 -3.1879  0.301
H 4.4686 1.1432 -0.6819  0.442
H 3.9199 -0.5554 -0.5946  0.390
H 3.2966 0.6368 0.5651  0.234
C 3.7803 4.7663 1.8745  0.553
C 4.8110 4.6775 2.8265  -0.320
C 4.9655 5.6909 3.7727  -0.531
C 4.1245 6.8128 3.7480  -0.297
C 3.1671 6.9412 2.7347  -0.475
C 3.0053 5.9347 1.7859  -0.318
S 3.4578 3.4271 0.8217  -0.056
H 2.3182 2.9412 1.3861  0.079
H 5.4365 3.7865 2.8315  0.435
H 5.7303 5.5929 4.5450  0.411
H 4.2134 7.5797 4.5236  0.434
H 2.5297 7.8249 2.6984  0.416
H 2.2600 6.0007 0.9975  0.430
C -1.7335 -2.3761 2.7986  -0.671
N -3.0914 -2.4848 2.3303  0.322
C -3.8860 -3.5754 2.8306  -0.403
C -5.3472 -3.2227 2.7018  -0.837
C -5.6902 -2.8008 1.2910  -0.388
N -4.7856 -1.7506 0.8872  0.202
C -5.1876 -0.9080 -0.2100  -0.904
C -3.4918 -1.6407 1.3217  0.475
O -2.7134 -0.8054 0.8122  -0.582
H -1.1326 -3.2437 2.4919  0.402
H -1.7174 -2.3321 3.8945  0.519
H -1.2912 -1.4658 2.3875  -0.235
H -3.6510 -4.5110 2.2958  0.308
H -3.6130 -3.7131 3.8793  0.367
H -5.5632 -2.3876 3.3826  0.343
H -5.9695 -4.0730 2.9929  0.380
H -6.7033 -2.3830 1.2348  0.363
H -5.6417 -3.6643 0.5983  0.288
H -4.9712 -1.3719 -1.1810  0.345
H -6.2652 -0.7290 -0.1454  0.427
H -4.6519 0.0398 -0.1534  0.301

Values from the calculation:
HOMO-LUMO gap (spin up / spin down) = 5.766 / 4.011 eV
HOMO energy (spin up / spin down) = -13.315 / -15.801 eV
E_LUMO (spin up / spin down) = -7.55 / -11.79 eV
Multiplicity = 6
DFT total energy = -2606.6112 Ha
Total charge = +3
Energy relative to the best compared isomer or geometry (same formula, charge and spin) = 9.5 kJ/mol

=====

(4)
A single C6H11NSi molecule, computed with ωB97M-V/def2-TZVPD.

Last column: Mulliken charge in e.
CARTESIAN COORDINATES (ANGSTROEM)
C -1.6537 1.0776 -0.7288  0.951
C -2.7285 2.7633 -2.0944  -0.190
C -1.0394 0.2857 0.0009  -0.929
C -0.1433 -2.5998 0.3726  -0.947
C 1.1776 -0.1385 2.2041  -1.127
C 1.8885 -0.1690 -0.5982  -1.145
N -2.3791 2.0854 -1.0983  -0.338
Si 0.4196 -0.6915 0.4966  0.483
H -3.4299 3.6346 -2.0361  0.249
H -2.3175 2.6267 -3.2109  0.189
H 0.5271 -3.0260 1.2500  0.235
H -1.2669 -2.6898 0.5926  0.282
H 0.1439 -2.9188 -0.6701  0.292
H 0.6317 -0.0035 3.0693  0.458
H 1.8349 -0.8804 2.6019  0.340
H 1.8499 0.8161 1.9551  0.178
H 2.7977 -0.5471 -0.1624  0.371
H 1.6163 -0.4989 -1.5618  0.316
H 2.0710 0.8736 -0.3822  0.331

Values from the calculation:
HOMO-LUMO gap (spin up / spin down) = 8.595 / 8.594 eV
HOMO energy (spin up / spin down) = -8.543 / -8.543 eV
E_LUMO (spin up / spin down) = 0.05 / 0.05 eV
DFT total energy = -579.3494 Ha
Total charge = 0
SMILES string = C=NC#C[Si](C)(C)C
Energy relative to the best compared isomer or geometry (same formula, charge and spin) = 261.4 kJ/mol

=====

(5)
A single C5H8N2 molecule, computed with ωB97M-V/def2-TZVPD.

Last column: Mulliken charge in e.
CARTESIAN COORDINATES (ANGSTROEM)
C -1.7867 -0.9598 0.2267  -1.373
C -0.7300 -0.0277 -0.3094  0.441
C -0.5485 1.3721 0.1535  -0.554
N 0.3474 0.3177 0.6045  -0.367
C 1.6857 0.3761 0.0499  -0.365
C 2.2259 -0.9706 -0.1964  0.220
N 2.6598 -2.0139 -0.4371  -0.406
H -1.9742 -0.7569 1.2855  0.329
H -1.4506 -1.9980 0.1356  0.300
H -2.7274 -0.8556 -0.3242  0.330
H -0.4425 -0.2036 -1.3490  0.367
H -0.1543 2.0855 -0.5733  0.259
H -1.1913 1.8063 0.9151  0.243
H 1.7346 0.9234 -0.9072  0.242
H 2.3400 0.8951 0.7589  0.334

Values from the calculation:
HOMO-LUMO gap = 10.805 eV
HOMO energy = -9.887 eV
E_LUMO = 0.92 eV
DFT total energy = -304.7750 Ha
Total charge = 0
SMILES string = C[C@H]1CN1CC#N
Energy relative to the best compared isomer or geometry (same formula, charge and spin) = 158.7 kJ/mol

=====

(6)
A single C5H6BrF molecule, computed with ωB97M-V/def2-TZVPD.

Last column: Mulliken charge in e.
CARTESIAN COORDINATES (ANGSTROEM)
C -0.7296 1.6760 -0.4811  0.169
C -1.2799 0.2754 0.4560  -0.353
C 0.7211 1.0344 -0.1590  -0.679
C 0.1225 -0.2297 0.5479  0.676
C 0.4543 -1.4921 -0.1884  -1.935
F -1.0040 2.9678 -0.3240  -0.225
Br -2.8422 -0.6986 0.3062  -0.100
H 1.2110 0.7027 -1.0927  0.284
H 1.2824 1.8322 0.3458  0.340
H 0.3086 -0.5591 1.5499  0.357
H 0.0151 -1.6897 -1.1147  0.441
H 0.2171 -2.2948 0.3493  0.598
H 1.5235 -1.5246 -0.1952  0.428

Values from the calculation:
HOMO-LUMO gap (spin up / spin down) = 8.295 / 8.242 eV
HOMO energy (spin up / spin down) = -8.471 / -8.177 eV
E_LUMO (spin up / spin down) = -0.18 / 0.07 eV
DFT total energy = -2867.8067 Ha
Total charge = 0
SMILES string = C[C@H]1CC(F)=C1Br
Energy relative to the best compared isomer or geometry (same formula, charge and spin) = 327.5 kJ/mol

=====

> Among the records above, which one has the lowest DFT total energy?

C5H6BrF

=====

> total charge of number 6 (C5H6BrF)?

0

=====

> Number 4 is which compound?

C6H11NSi